# 1
A structure of composition C21H18HgN5O. Source: OMol25; level of theory: ωB97M-V/def2-TZVPD.

The expectation value of S² is 0.776. Its multiplicity is 2. The calculation puts the lowest unoccupied orbital energy (alpha / beta) at 0.476 / 0.473 eV. The value obtained for the frontier orbital gap (alpha / beta) is 5.37 / 8.26 eV. Its HOMO energy (alpha / beta) is -4.891 / -7.790 eV. Its molar mass is 557.00 g/mol. As for the net charge: 0.

Each line ends with the natural charge from an NBO analysis.
Atoms and positions in Å:
Hg -0.09 -0.32 -0.36  1.51
O 0.78 -3.11 -3.45  -0.67
C 0.73 -2.43 -2.42  0.60
N -0.28 -1.65 -2.04  -0.77
C -1.36 -1.55 -2.99  -0.27
C -2.36 -0.45 -2.68  0.24
C -3.52 -0.34 -3.45  -0.24
C -4.42 0.66 -3.16  -0.15
C -4.17 1.52 -2.11  -0.27
C -3.01 1.34 -1.39  0.05
N -2.12 0.38 -1.68  -0.52
C 1.93 -2.50 -1.47  0.14
C 2.90 -3.46 -1.69  -0.21
C 3.98 -3.52 -0.83  -0.16
C 4.07 -2.61 0.22  -0.25
C 3.06 -1.68 0.36  0.04
N 2.02 -1.63 -0.47  -0.51
H -1.90 -2.50 -3.05  0.21
H -0.96 -1.38 -4.00  0.22
H -3.69 -1.04 -4.26  0.22
H -5.33 0.76 -3.75  0.22
H -4.86 2.31 -1.84  0.23
H -2.76 1.98 -0.55  0.20
H 2.78 -4.14 -2.52  0.25
H 4.76 -4.27 -0.97  0.22
H 4.90 -2.63 0.91  0.22
H 3.07 -0.95 1.16  0.21
N 0.97 1.91 -0.14  -0.90
C 0.92 2.25 1.27  0.03
C 1.58 3.38 1.73  -0.26
C 1.53 3.72 3.08  -0.22
C 0.82 2.92 3.96  -0.23
C 0.14 1.77 3.52  -0.08
C -0.61 0.94 4.40  -0.26
C -1.26 -0.19 3.88  -0.28
C -1.15 -0.49 2.55  -0.03
N -0.43 0.28 1.68  -0.76
C 0.20 1.42 2.14  0.23
H 1.92 2.00 -0.49  0.39
H 0.40 2.56 -0.68  0.38
H 2.13 4.00 1.03  0.20
H 2.05 4.60 3.43  0.21
H 0.77 3.17 5.01  0.21
H -0.66 1.19 5.45  0.20
H -1.85 -0.84 4.52  0.22
H -1.64 -1.36 2.14  0.19

# 2
A structure of composition C21H18MnN4O2STe at a distorted geometry. Source: OMol25; level of theory: ωB97M-V/def2-TZVPD.

The expectation value of S² is 0.858. Its multiplicity is 2. The calculation puts the lowest unoccupied orbital energy (alpha / beta) at -0.623 / -0.688 eV. The value obtained for the frontier orbital gap (alpha / beta) is 5.88 / 5.61 eV. Its HOMO energy (alpha / beta) is -6.500 / -6.296 eV. Its molar mass is 573.01 g/mol. As for the net charge: 0.

Each line ends with the natural charge from an NBO analysis.
Atoms and positions in Å:
Mn -0.09 -0.84 -0.53  0.80
C 1.46 1.88 -3.51  -0.24
C 0.47 2.86 -3.54  -0.16
C -0.63 2.74 -2.71  -0.23
C -0.71 1.64 -1.86  0.25
N 0.26 0.69 -1.84  -0.46
C 1.31 0.80 -2.66  0.06
C -1.78 1.43 -0.88  0.11
C -2.88 2.25 -0.65  -0.19
C -3.74 1.94 0.39  -0.19
C -3.50 0.83 1.18  -0.20
C -2.41 0.02 0.89  0.23
N -1.58 0.31 -0.13  -0.42
C -2.01 -1.20 1.60  0.15
C -2.74 -1.81 2.62  -0.21
C -2.23 -2.94 3.21  -0.15
C -1.01 -3.46 2.77  -0.24
C -0.35 -2.83 1.73  0.07
N -0.83 -1.72 1.16  -0.44
H 2.33 1.94 -4.15  0.23
H 0.56 3.71 -4.20  0.22
H -1.41 3.49 -2.72  0.22
H 2.03 -0.01 -2.61  0.24
H -3.05 3.11 -1.27  0.22
H -4.59 2.57 0.59  0.22
H -4.16 0.59 2.00  0.23
H -3.69 -1.40 2.91  0.23
H -2.79 -3.44 4.00  0.22
H -0.59 -4.35 3.22  0.23
H 0.57 -3.21 1.32  0.23
N 1.43 0.14 0.77  -0.80
C 2.62 -0.71 0.78  -0.34
C 2.67 -1.59 -0.49  0.76
O 3.75 -1.95 -0.93  -0.65
O 1.51 -1.87 -0.97  -0.75
H 1.63 1.02 0.29  0.38
H 1.14 0.38 1.71  0.38
H 2.56 -1.39 1.64  0.21
H 3.55 -0.14 0.86  0.21
Te -1.50 -2.45 -2.11  -0.01
C -3.19 -2.75 -0.89  -0.48
C -3.47 -3.85 -0.11  -0.33
C -4.69 -3.76 0.59  -0.26
C -5.35 -2.59 0.34  -0.46
S -4.47 -1.61 -0.76  0.44
H -2.80 -4.69 -0.05  0.23
H -5.07 -4.53 1.24  0.22
H -6.30 -2.27 0.73  0.23

# 3
A structure of composition C21H18N2O5S5SbW. Source: OMol25; level of theory: ωB97M-V/def2-TZVPD.

The expectation value of S² is 0.767. Its multiplicity is 2. The calculation puts the lowest unoccupied orbital energy (alpha / beta) at 4.230 / 4.028 eV. The value obtained for the frontier orbital gap (alpha / beta) is 5.59 / 5.43 eV. Its HOMO energy (alpha / beta) is -1.358 / -1.399 eV. Its molar mass is 844.32 g/mol. As for the net charge: -2.

Each line ends with the natural charge from an NBO analysis.
Atoms and positions in Å:
W -1.72 1.03 1.91  0.74
C -0.86 3.32 -0.80  -0.41
N -0.08 2.15 -0.39  -0.47
C 0.23 1.32 -1.55  -0.24
C -0.93 0.47 -2.05  -0.21
N -1.06 -0.83 -1.39  -0.51
C -2.43 -1.32 -1.45  -0.42
C -0.13 -1.81 -1.84  0.26
C -0.37 -2.51 -3.02  -0.25
C 0.47 -3.52 -3.47  -0.22
C 1.58 -3.86 -2.71  -0.23
C 1.84 -3.18 -1.54  -0.19
C 1.01 -2.14 -1.09  -0.22
S 1.63 -1.25 0.30  0.20
C 1.06 2.58 0.36  0.14
C 2.34 2.59 -0.19  -0.20
C 3.44 3.02 0.54  -0.25
C 3.27 3.46 1.84  -0.23
C 2.00 3.46 2.40  -0.22
C 0.89 3.03 1.68  -0.15
S -0.68 3.06 2.51  -0.10
H -0.29 3.94 -1.51  0.16
H -1.12 3.92 0.07  0.23
H -1.79 3.00 -1.27  0.21
H 1.06 0.67 -1.30  0.23
H 0.55 1.97 -2.39  0.16
H -0.80 0.32 -3.14  0.16
H -1.87 0.99 -1.90  0.22
H -2.83 -1.36 -2.48  0.14
H -3.07 -0.67 -0.86  0.24
H -2.48 -2.32 -1.02  0.23
H -1.25 -2.25 -3.60  0.21
H 0.24 -4.04 -4.39  0.20
H 2.23 -4.67 -3.03  0.20
H 2.69 -3.45 -0.93  0.22
H 2.49 2.25 -1.21  0.20
H 4.42 2.99 0.09  0.19
H 4.12 3.78 2.43  0.20
H 1.86 3.77 3.43  0.21
O 0.94 -4.44 2.83  -0.55
C 0.45 -3.40 2.42  0.34
C 1.03 -2.00 2.72  0.47
O 1.83 -1.73 3.58  -0.52
C 0.36 -1.06 1.71  0.03
C -0.93 -1.78 1.49  0.41
O -1.96 -1.09 1.36  -0.59
C -0.79 -3.22 1.63  0.23
O -1.59 -4.09 1.25  -0.56
O 0.17 0.26 1.95  -0.77
S -5.84 1.04 3.64  -0.93
Sb -3.76 2.00 3.81  0.80
S -2.23 0.11 4.00  -0.47
S -3.32 1.51 0.55  -0.35

# 4
An isolated molecule of C21H18N4O6 at a distorted geometry. Source: OMol25; level of theory: ωB97M-V/def2-TZVPD.

The calculation puts the lowest unoccupied orbital energy at -0.520 eV. The value obtained for the frontier orbital gap is 7.92 eV. Its HOMO energy is -8.439 eV. The structure (SMILES) is COc1cccc(C(=O)N/N=C/c2ccc(Oc3ccc([N+](=O)[O-])cn3)c(OC)c2)c1. Its molar mass is 422.40 g/mol. As for the net charge: 0.

Each line ends with the natural charge from an NBO analysis.
Atoms and positions in Å:
C -2.04 -7.30 2.62  -0.25
H -2.79 -7.65 1.90  0.18
O -0.97 -6.65 1.98  -0.49
C -1.23 -5.55 1.23  0.30
C -2.49 -4.98 1.06  -0.23
C -2.64 -3.85 0.27  -0.14
C -1.55 -3.29 -0.38  -0.20
C -0.30 -3.86 -0.21  -0.21
C -0.13 -4.97 0.59  -0.24
H 0.84 -5.42 0.73  0.23
H 0.55 -3.44 -0.72  0.21
H -1.68 -2.43 -1.02  0.23
C -4.03 -3.32 0.15  0.66
O -5.02 -4.02 0.12  -0.59
N -4.17 -1.95 0.08  -0.43
N -3.18 -1.08 0.23  -0.22
C -3.40 0.17 0.24  0.04
C -2.31 1.11 0.39  -0.08
C -2.56 2.48 0.45  -0.20
C -1.51 3.36 0.60  -0.23
C -0.21 2.90 0.68  0.23
C 0.06 1.52 0.64  0.35
C -1.00 0.64 0.49  -0.29
H -0.85 -0.43 0.46  0.24
O 1.36 1.15 0.77  -0.51
C 1.69 -0.21 0.63  -0.25
H 2.77 -0.26 0.72  0.20
H 1.23 -0.82 1.41  0.18
H 1.39 -0.59 -0.35  0.18
O 0.81 3.81 0.88  -0.46
C 1.85 3.80 0.04  0.55
N 1.77 3.11 -1.09  -0.47
C 2.79 3.13 -1.91  0.10
C 3.96 3.84 -1.65  -0.07
C 4.04 4.58 -0.47  -0.13
C 2.97 4.57 0.39  -0.29
H 2.97 5.12 1.32  0.24
H 4.94 5.14 -0.26  0.25
N 5.05 3.82 -2.57  0.53
O 6.02 4.51 -2.32  -0.38
O 4.94 3.11 -3.55  -0.38
H 2.69 2.55 -2.82  0.23
H -1.68 4.43 0.64  0.23
H -3.57 2.85 0.38  0.21
H -4.41 0.58 0.13  0.16
H -5.14 -1.62 -0.01  0.38
H -3.37 -5.40 1.53  0.23
H -2.53 -6.65 3.35  0.18
H -1.61 -8.15 3.14  0.20

- Which of these has the lowest net charge?
  C21H18N2O5S5SbW

- The lowest net charge belongs to which entry?
  C21H18N2O5S5SbW